76
Properties=species:S:1:pos:R:3:forces:R:3 method="wB97M-V/def2-TZVPD" lumo_ev=0.12 spin_multiplicity=1 energy_ev=-70534.10854 de_lowest_kj_mol=321.95 gap_ev=10.646 smiles="CCOP(=O)(OCC)OCC.O=C1OCCO1.O=C1OCCO1.O=C1OCCO1.O=C1OCCO1.O=C1OCCO1" e_homo_ev=-10.53
C -15.194263 2.770856 2.932691 -2.553 -0.128 0.350
C -16.271172 3.394663 1.964921 2.309 -0.671 0.007
O -15.294362 3.698805 0.895064 -1.109 0.483 0.457
C -14.337802 2.705431 0.876293 -2.214 0.931 -1.161
O -13.791882 2.439787 -0.139419 1.093 -0.396 0.412
O -14.345164 2.079383 2.047855 1.134 -0.303 0.292
H -15.623561 2.027610 3.604540 0.077 0.051 0.027
H -14.708725 3.543259 3.529134 0.326 0.005 -0.308
H -16.847277 4.232090 2.358502 0.723 0.392 -0.234
H -17.002179 2.700868 1.549724 0.213 -0.368 0.148
C -15.473747 0.161572 -7.373052 -0.227 -0.898 0.273
C -15.896458 -1.268145 -7.581134 -0.950 -1.044 1.591
O -14.997566 -1.806341 -8.511805 0.381 -1.434 -0.504
C -14.374928 -0.840278 -9.141167 -0.921 1.328 -2.848
O -13.847960 -0.864513 -10.224193 0.442 -0.709 1.394
O -14.712607 0.330880 -8.589394 0.417 2.352 1.915
H -15.041967 0.134357 -6.372587 1.815 0.558 -0.481
H -16.242611 0.905792 -7.165491 -0.276 -0.001 -1.296
H -16.935011 -1.390111 -7.888759 0.114 -0.208 -0.253
H -15.666205 -1.856697 -6.693049 -0.789 0.071 0.214
C -9.837455 -2.442452 -15.980420 -1.090 1.716 -2.073
C -8.967930 -2.169194 -17.265665 1.377 -0.898 0.868
O -9.792925 -2.464939 -18.373073 -0.689 -1.077 -0.363
C -10.822830 -3.284320 -17.952093 -1.468 2.296 -0.526
O -11.709245 -3.754899 -18.617914 1.932 0.020 0.465
O -10.917690 -3.120356 -16.632159 -0.526 -1.945 1.621
H -10.324773 -1.528778 -15.640118 0.330 0.263 0.180
H -9.482119 -2.946151 -15.081460 0.441 -0.463 -0.674
H -8.156818 -2.896975 -17.288743 0.224 -0.063 0.095
H -8.492903 -1.202235 -17.431383 -0.530 0.163 0.402
C -19.451953 4.234321 -10.358570 2.007 3.436 2.018
C -18.111731 4.503926 -11.173104 -1.479 -0.851 1.551
O -18.337592 3.680760 -12.302540 -0.294 1.187 0.112
C -19.434990 2.951863 -12.047250 0.490 -4.423 -6.468
O -19.780193 2.127952 -12.901795 0.098 1.865 2.471
O -19.946672 3.127673 -10.890881 -2.205 -2.753 0.147
H -20.204754 5.015378 -10.464973 0.243 0.433 0.165
H -19.247876 4.026562 -9.308181 0.004 0.460 0.090
H -17.323870 3.977254 -10.634613 0.530 0.986 0.125
H -18.035855 5.571128 -11.381456 0.612 -0.338 -0.208
C -12.035048 3.260254 -15.104954 -5.087 0.725 -1.654
C -11.098171 3.486587 -14.111565 3.435 0.389 4.773
O -9.870857 3.482648 -14.816298 1.563 -0.386 3.286
C -10.102958 3.658179 -16.051139 3.151 -0.242 -5.703
O -9.212822 3.719781 -16.916195 -2.655 0.228 2.160
O -11.414797 3.642436 -16.298722 -0.135 -0.271 -1.178
H -12.820228 3.999348 -14.945837 -0.630 -0.382 -0.213
H -12.491543 2.272361 -15.043449 0.282 -0.196 -0.872
H -11.083283 2.732406 -13.324728 0.219 -0.275 -0.191
H -11.155777 4.413682 -13.541233 -0.159 0.378 -0.394
C -19.765771 -3.382420 2.838484 0.166 -0.872 -0.106
C -20.576925 -3.824941 1.578957 -1.377 0.445 4.401
O -19.858619 -3.670572 0.449105 0.194 0.806 -2.942
P -20.626759 -3.482593 -0.954178 -1.230 -3.165 0.552
O -19.916255 -2.635451 -1.877553 0.334 0.359 -0.786
O -20.798601 -5.056081 -1.482941 0.362 1.948 -0.443
C -21.383224 -6.181249 -0.841787 -0.175 -0.489 1.223
C -21.074745 -7.484997 -1.540170 0.640 -0.065 0.091
O -22.145050 -3.059735 -0.580128 1.306 -0.333 -0.169
C -22.995396 -2.462899 -1.570976 -1.080 1.770 0.300
C -22.709275 -0.934455 -1.741552 -0.160 -1.885 -0.257
H -20.241297 -3.771710 3.738720 -0.310 0.054 -0.036
H -18.767164 -3.817830 2.874390 0.066 -0.159 -0.361
H -19.614126 -2.314617 2.996228 -0.357 0.093 -0.501
H -20.982163 -4.828464 1.708689 0.578 -0.439 0.054
H -21.500250 -3.247819 1.629007 0.058 0.455 -0.476
H -20.988926 -6.252146 0.171924 -0.044 0.087 0.139
H -22.469920 -6.134035 -0.771378 -0.124 0.676 -0.030
H -20.011548 -7.712881 -1.464163 0.276 0.486 -0.937
H -21.421706 -8.366039 -1.000281 -0.912 0.318 0.199
H -21.517810 -7.460990 -2.535768 0.527 -0.303 -0.126
H -23.055807 -3.011152 -2.511118 0.488 -0.123 0.096
H -23.988246 -2.453326 -1.121243 -0.050 -0.691 0.004
H -23.010553 -0.468803 -0.803205 0.731 0.238 -0.001
H -21.668425 -0.891027 -2.062240 -0.062 0.828 0.301
H -23.387110 -0.543337 -2.500284 0.156 -0.033 -0.195